{
  "formula": "C4H11NO2",
  "method": "ωB97M-V with the def2-TZVPD basis set",
  "homo_energy_ev": -8.91,
  "e_above_lowest_ev": 3.0765,
  "gap_ev": 9.4,
  "energy_ev": -9909.1654,
  "fmax_ev_per_a": 3.779,
  "symbols": ["C", "C", "O", "O", "H", "H", "H", "H", "H", "H", "C", "C", "N", "H", "H", "H", "H", "H"],
  "xyz": [[1.011, -0.386, -1.256], [-0.646, -0.978, -1.373], [1.760, -1.353, -0.572], [-1.012, -1.628, -0.260], [1.126, -1.995, -0.211], [0.854, -0.777, 2.064], [1.254, 0.620, -0.904], [1.288, -0.380, -2.313], [-1.256, -0.094, -1.610], [-0.562, -1.666, -2.221], [-0.929, 1.746, 0.861], [0.198, 0.929, 1.382], [0.036, -0.305, 1.689], [-0.564, -1.121, 0.760], [1.077, 1.480, 1.726], [-0.567, 2.458, 0.119], [-1.354, 2.329, 1.681], [-1.712, 1.120, 0.437]]
}